Entry 1:
Density functional theory data (the ωB97M-V functional and the def2-TZVPD basis) for a 3-piece molecular cluster, C21H40BrCl2FN3O5PS overall at a distorted geometry.

Calculated values
- E_tot (Eh) = -5698.231470
- expectation value of S² = 2.009
- multiplicity = 3
- lowest unoccupied orbital energy (spin up / spin down) (eV) = -1.22 / -1.22

Last column: Mulliken charge in e.
Geometry (Å):
Br1 -6.074 3.565 -0.906  -0.1767
Cl1 0.596 3.236 -4.055  -0.1684
Cl2 -2.299 1.939 -4.860  -0.1308
S1 -3.066 1.878 -0.863  0.9899
P1 -4.561 3.748 -2.624  0.1621
F1 -4.314 0.770 -0.690  -0.2582
O1 -1.806 1.051 -0.897  -0.5053
O2 -4.100 5.412 -2.540  -0.4584
O3 0.534 -2.366 -3.993  -0.5576
O4 2.664 3.063 2.129  -0.5480
O5 -3.072 2.716 0.392  -0.4565
N1 -3.156 2.785 -2.275  0.4166
N2 2.387 2.649 3.386  0.3717
N3 0.271 -2.805 -2.742  0.3634
C1 -2.080 2.743 -3.221  -0.0875
C2 -1.202 -2.678 -2.523  2.1414
C3 1.100 -4.479 -1.114  -1.7002
C4 -1.541 -2.729 -1.013  -1.9971
C5 -2.001 -3.774 -3.254  -1.3936
C6 0.009 -5.276 -3.259  -1.2696
C7 4.412 1.182 2.961  -1.7797
C8 2.133 0.168 2.915  -1.3112
C9 -1.481 -5.176 -2.956  -0.5166
C10 0.912 2.779 3.586  1.8873
C11 3.198 1.008 5.057  -1.7430
C12 -1.736 -1.292 -2.959  -1.9978
C13 2.981 1.289 3.553  1.7558
C14 -0.815 3.298 -2.899  0.3481
C15 2.289 -4.264 -3.219  -1.7532
C16 0.382 4.157 3.116  -1.7387
C17 0.638 0.273 3.199  -0.6191
C18 -0.537 3.995 -1.478  -0.3528
C19 0.866 -4.168 -2.610  1.6322
C20 0.123 1.669 2.867  -0.9943
C21 0.557 2.758 5.092  -1.8789
H1 -1.667 -1.129 -4.037  0.4409
H2 -2.560 -2.377 -0.833  0.4632
H3 4.418 1.232 1.870  0.3549
H4 -1.962 -3.609 -4.337  0.3919
H5 2.280 0.813 5.607  0.2813
H6 2.490 -0.809 3.254  0.3593
H7 3.718 1.841 5.538  0.3840
H8 0.479 4.499 -1.480  0.4266
H9 0.133 -5.242 -4.349  0.3760
H10 -1.674 -5.450 -1.914  0.3116
H11 2.269 0.180 1.827  0.3973
H12 -0.939 1.729 3.129  0.3925
H13 -4.144 5.664 -1.592  0.3231
H14 0.582 1.766 5.537  0.2999
H15 -0.622 3.236 -0.620  -0.2489
H16 0.433 0.020 4.244  0.3336
H17 -1.352 4.771 -1.266  0.2022
H18 0.919 4.971 3.610  0.4650
H19 2.942 -3.480 -2.825  0.4443
H20 4.868 0.224 3.226  0.4184
H21 3.817 0.118 5.203  0.4611
H22 -0.465 3.113 5.254  0.4595
H23 -1.511 -3.731 -0.588  0.3391
H24 -2.794 -1.184 -2.702  0.4215
H25 0.463 4.296 2.035  0.2623
H26 0.173 1.812 1.781  0.1225
H27 1.625 -3.655 -0.622  0.3742
H28 5.060 1.973 3.347  0.4516
H29 -0.678 4.267 3.359  0.4098
H30 1.720 -5.372 -0.993  0.4691
H31 1.222 3.413 5.663  0.3799
H32 -3.059 -3.717 -2.979  0.3752
H33 2.749 -5.227 -2.979  0.4202
H34 2.283 -4.191 -4.309  0.3527
H35 0.188 -4.684 -0.557  0.2909
H36 0.102 -0.465 2.596  0.3361
H37 -0.869 -2.087 -0.437  0.3951
H38 0.371 -6.260 -2.944  0.3655
H39 -1.193 -0.491 -2.456  0.4154
H40 -2.025 -5.903 -3.567  0.4059

Forces on the atoms, in the same order (eV/Å):
1.149 0.008 -0.425
-2.146 -0.007 1.606
-0.147 0.889 2.210
5.286 -1.743 5.434
-1.306 2.616 -1.980
1.683 2.209 -1.082
-4.185 2.017 -0.848
-0.444 -2.679 1.446
-0.050 -0.159 2.179
-0.089 -0.103 2.177
-1.457 -1.762 -4.186
0.064 -0.853 1.433
-0.230 -0.265 -4.125
-0.286 -0.187 -4.120
3.167 0.587 -0.718
-1.578 0.718 1.309
-0.224 -0.072 0.280
0.128 -0.230 0.249
0.261 -0.312 -0.193
-0.377 0.174 -0.276
-0.245 0.568 -0.469
-0.382 0.169 -0.296
0.013 0.003 0.062
-1.550 0.725 1.291
-0.231 -0.053 0.275
0.635 -0.059 -0.644
1.272 -1.252 1.320
-1.558 -0.349 0.424
-0.249 0.566 -0.452
0.518 -0.031 -0.498
0.038 0.005 0.063
-0.476 -0.236 -0.518
1.276 -1.253 1.275
0.217 -0.292 -0.196
0.119 -0.203 0.247
0.189 -0.135 0.110
0.120 0.079 -0.233
-0.104 0.183 0.141
0.155 0.131 0.079
-0.031 0.103 -0.025
0.199 0.184 0.072
-0.106 -0.018 -0.098
-1.347 -0.751 -0.034
0.101 0.173 0.087
-0.010 0.061 -0.014
0.095 0.171 0.081
0.129 0.239 0.079
0.224 0.247 -0.571
0.132 0.016 -0.025
0.377 0.936 -1.428
-0.010 0.059 -0.013
1.147 -1.013 -0.513
0.033 -0.085 -0.052
-0.117 -0.014 -0.041
-0.297 0.058 0.176
-0.024 0.091 -0.230
0.116 0.049 -0.238
0.130 0.006 -0.025
0.124 -0.257 0.175
0.203 -0.088 0.126
0.129 0.112 0.068
-0.109 -0.011 -0.100
-0.114 -0.017 -0.041
0.132 -0.269 0.143
-0.024 0.093 -0.227
-0.006 -0.092 -0.095
0.135 0.229 0.113
-0.293 0.053 0.181
-0.103 0.184 0.146
-0.033 0.109 -0.023
0.030 0.034 0.053
-0.023 -0.063 -0.105
0.196 0.181 0.072
0.004 -0.144 -0.087
0.039 0.018 0.063



Entry 2:
Density functional theory data (the ωB97M-V functional and the def2-TZVPD basis) for a 2-piece molecular cluster, C21H40BrCl4FN3O2 overall at a distorted geometry.

Calculated values
- E_tot (Eh) = -5653.292864
- lowest unoccupied orbital energy (eV) = -3.76
- charge = +1

Last column: Mulliken charge in e.
Geometry (Å):
Br1 -2.390 2.412 2.835  0.0376
Cl1 0.613 -6.546 4.021  -0.1505
Cl2 -0.518 -5.275 1.627  -0.0860
Cl3 -3.066 -0.799 2.334  -0.1364
Cl4 0.910 0.213 3.655  -0.2308
F1 -0.180 4.736 2.299  -0.3128
O1 5.100 5.172 -1.200  -0.4904
O2 3.191 5.016 -0.085  -0.1158
N1 -1.309 2.254 -0.162  0.0585
N2 -0.857 1.588 2.159  0.1291
N3 0.693 2.720 0.808  0.3004
C1 -1.071 -1.958 3.751  -1.5322
C2 4.842 6.575 0.718  -1.0078
C3 1.200 3.121 -0.518  -1.1037
C4 -0.362 -4.916 -3.276  -0.6547
C5 -0.911 -2.472 -3.816  -0.9835
C6 1.180 4.495 2.477  -0.3232
C7 -0.738 -6.502 2.887  -0.3963
C8 -2.288 1.201 -0.473  -0.9240
C9 1.530 3.095 1.951  -0.1454
C10 0.947 4.604 -0.851  -0.5422
C11 -0.541 0.214 2.544  0.1712
C12 4.459 5.549 -0.291  0.5775
C13 2.231 5.404 -1.073  -1.0370
C14 -1.570 -0.128 -0.740  0.1159
C15 -1.347 -6.761 -1.811  -1.3342
C16 -0.489 2.161 0.923  -0.6107
C17 -0.852 -1.889 -2.391  0.0591
C18 -1.397 -3.925 -3.849  -0.9310
C19 -1.731 -0.663 -2.163  -0.9625
C20 -0.675 -5.390 -1.839  -0.1188
C21 -1.592 -0.587 3.318  0.1524
H1 0.177 -1.614 -2.129  0.3345
H2 -2.781 -0.937 -2.320  0.2949
H3 2.563 3.103 1.605  0.4369
H4 4.343 7.515 0.464  0.2792
H5 -0.492 0.018 -0.573  0.1925
H6 -2.238 -6.782 -2.444  0.3290
H7 1.738 5.274 1.958  0.1180
H8 0.331 5.075 -0.082  0.4434
H9 -1.644 3.200 -0.316  0.3686
H10 -2.322 -4.011 -3.267  0.4366
H11 1.436 2.357 2.732  0.0274
H12 -1.641 -6.266 3.437  0.3066
H13 2.016 6.475 -0.981  0.3549
H14 -0.325 -5.798 -3.923  0.4116
H15 5.921 6.714 0.710  0.3402
H16 2.271 2.915 -0.509  0.7956
H17 0.093 -2.442 -4.248  0.3645
H18 -0.363 -2.371 3.030  0.3254
H19 -1.654 -4.194 -4.877  0.3721
H20 0.640 -4.477 -3.315  0.4173
H21 -3.058 1.124 0.295  0.2668
H22 -1.868 -0.001 4.197  0.4896
H23 2.632 5.231 -2.076  0.4665
H24 -1.332 -4.668 -1.347  0.1476
H25 -1.457 0.124 -2.876  0.4245
H26 -1.892 -0.893 -0.032  0.1125
H27 -0.612 -1.903 4.736  0.3880
H28 -0.815 -7.467 2.402  0.3305
H29 -1.914 -2.647 3.814  0.4594
H30 -1.148 -2.655 -1.667  -0.1572
H31 -1.660 -7.028 -0.797  0.2643
H32 0.743 2.473 -1.260  0.3960
H33 -2.790 1.537 -1.383  0.5404
H34 1.397 4.544 3.546  0.4676
H35 -1.560 -1.852 -4.443  0.4675
H36 -0.660 -7.538 -2.157  0.3627
H37 -0.214 -0.345 1.667  0.1640
H38 0.258 -5.444 -1.271  0.2939
H39 4.501 6.283 1.712  0.3232
H40 0.369 4.655 -1.778  0.3708

Forces on the atoms, in the same order (eV/Å):
0.085 0.036 0.116
-0.001 0.022 0.002
-0.026 0.031 0.016
-0.138 -0.026 -0.104
0.028 0.070 -0.045
0.045 -0.033 0.056
1.014 -0.304 -1.238
-0.473 0.456 0.459
-0.542 0.008 0.754
-0.427 -0.476 -0.604
0.020 -0.231 -0.101
-0.196 -0.127 -0.053
0.091 -0.003 0.312
0.264 0.104 -0.223
-0.239 -0.153 0.073
-0.068 -0.110 0.188
0.080 0.023 -0.030
-0.004 -0.033 0.040
-0.126 -0.037 -0.187
0.134 0.130 0.187
-0.046 -0.008 -0.212
0.532 0.166 0.075
-0.731 0.110 0.694
-0.111 -0.161 -0.182
0.164 -0.113 -0.078
-0.070 -0.014 0.160
0.155 0.246 0.153
0.108 0.062 0.145
0.109 0.020 -0.026
0.042 -0.063 0.129
0.199 -0.151 -0.288
0.121 0.210 0.235
-0.049 -0.069 -0.048
0.037 0.154 -0.157
-0.058 -0.035 0.043
0.059 -0.048 0.002
-0.075 -0.012 0.030
0.065 0.005 -0.008
-0.125 -0.066 -0.049
0.103 -0.084 0.057
0.376 -0.011 -0.348
-0.025 0.017 -0.110
-0.129 -0.050 0.014
-0.007 0.010 -0.006
0.016 -0.076 0.006
0.066 0.050 0.066
-0.086 0.079 -0.020
-0.067 0.062 0.069
-0.119 0.079 -0.151
-0.019 0.015 0.069
0.069 0.035 0.051
-0.080 0.066 -0.025
0.090 -0.065 0.122
-0.159 -0.062 -0.121
0.067 -0.125 0.117
0.130 -0.016 0.069
-0.148 -0.051 -0.036
-0.009 0.077 -0.053
0.127 0.011 -0.136
0.017 0.002 -0.010
0.052 0.068 0.028
0.052 0.062 -0.031
0.036 0.025 -0.076
-0.074 0.003 0.101
0.064 -0.020 0.066
-0.016 0.002 -0.074
0.060 0.001 0.025
-0.072 0.060 -0.059
-0.064 0.106 0.024
-0.137 0.056 0.095
0.041 0.021 -0.049
-0.001 0.074 0.086



Entry 3:
Density functional theory data (the ωB97M-V functional and the def2-TZVPD basis) for a 10-piece molecular cluster, C21H40Cl18O3 overall at a distorted geometry.

Calculated values
- E_tot (Eh) = -9332.954067
- expectation value of S² = 0.754
- multiplicity = 2
- lowest unoccupied orbital energy (spin up / spin down) (eV) = -2.63 / -10.05
- charge = +1

Last column: Mulliken charge in e.
Geometry (Å):
Cl1 -1.379 5.137 -0.774  -0.1375
Cl2 -1.851 3.060 1.959  0.0190
Cl3 -0.916 2.897 5.403  -0.1890
Cl4 4.020 2.706 0.247  -0.1320
Cl5 0.554 -7.531 -0.860  -0.1689
Cl6 -3.691 0.187 -1.898  -0.1876
Cl7 -0.542 -2.365 -3.126  0.2408
Cl8 -0.129 -1.931 1.989  -0.2161
Cl9 -0.814 -4.643 -0.447  0.0427
Cl10 -3.447 -0.085 2.092  -0.0452
Cl11 -1.514 -1.363 5.468  -0.1715
Cl12 3.369 3.702 -3.075  -0.1970
Cl13 1.987 2.777 3.060  -0.0792
Cl14 -2.497 -4.567 -4.464  -0.0771
Cl15 -2.755 2.801 -3.835  -0.1729
Cl16 0.397 1.063 -1.012  0.0824
Cl17 0.749 4.351 -4.779  -0.1679
Cl18 -4.434 -4.329 2.428  -0.2137
O1 4.432 -2.775 0.042  -0.5893
O2 4.194 -2.519 -2.276  -0.3574
O3 3.552 -0.820 -0.972  -0.1378
C1 0.281 0.271 0.585  -0.0243
C2 -1.359 4.798 1.956  -0.7203
C3 -2.041 5.664 0.854  -0.5894
C4 3.629 -0.292 -2.286  0.2933
C5 0.656 3.406 -3.302  0.2349
C6 -1.443 0.339 5.935  -0.5422
C7 -3.263 1.822 -1.344  0.4383
C8 -3.907 -2.730 1.617  0.2524
C9 4.197 1.797 1.793  -0.3507
C10 3.633 -1.551 -3.081  -0.1656
C11 0.072 -3.653 -4.199  -0.5666
C12 3.759 2.637 3.004  -0.6469
C13 -3.749 2.889 -2.341  -0.4137
C14 -1.371 1.320 4.737  0.2517
C15 1.732 3.909 -2.336  -0.2461
C16 -3.665 -1.748 2.674  -0.5079
C17 4.158 -2.067 -0.984  0.6249
C18 -0.759 -4.904 -4.182  -0.2080
C19 0.916 -4.828 -0.008  -0.1544
C20 1.138 -6.341 0.381  -0.6866
C21 -0.268 -1.154 0.380  0.4512
H1 4.155 2.288 3.957  0.3641
H2 -0.275 4.806 1.834  0.2546
H3 5.236 1.484 1.899  0.4095
H4 4.481 0.326 -2.569  0.1952
H5 1.544 4.979 -2.245  0.4393
H6 1.669 3.453 -1.349  0.0815
H7 -2.679 -1.954 3.090  -0.0381
H8 3.511 0.955 1.706  0.0667
H9 1.234 0.425 1.089  -0.0435
H10 2.664 -1.800 -3.515  -0.1085
H11 4.266 -1.527 -3.968  0.4108
H12 -1.569 5.106 2.980  0.4027
H13 2.132 -6.687 0.663  0.4341
H14 -1.867 6.740 0.861  0.4055
H15 1.203 -4.185 0.823  0.3813
H16 4.106 3.666 3.094  0.3453
H17 -2.185 1.745 -1.204  -0.4333
H18 -3.130 5.618 0.856  0.3345
H19 -4.453 -1.744 3.427  0.4646
H20 -1.288 -1.288 0.021  0.1368
H21 0.258 -1.787 -0.335  -0.1726
H22 -0.439 -5.660 -4.898  0.4063
H23 -3.514 3.831 -1.846  0.1518
H24 -0.707 1.077 3.908  -0.1008
H25 -2.360 1.476 4.307  0.1632
H26 -4.793 2.766 -2.630  0.4486
H27 1.528 -4.641 -0.891  0.1287
H28 -0.612 -5.356 -3.201  0.0479
H29 -0.471 0.418 6.423  0.3236
H30 -0.403 0.758 1.279  -0.1766
H31 -3.823 1.980 -0.423  0.2131
H32 2.646 0.122 -2.509  -0.1428
H33 0.564 -6.566 1.280  0.3573
H34 0.038 -3.371 -5.251  0.4286
H35 -2.263 0.414 6.650  0.3496
H36 1.135 -3.757 -3.983  0.2944
H37 -2.987 -2.858 1.047  -0.2533
H38 -4.698 -2.388 0.949  0.3283
H39 -0.314 3.438 -2.807  -0.3953
H40 0.828 2.357 -3.543  0.2280

Forces on the atoms, in the same order (eV/Å):
-0.499 0.151 0.618
-0.090 0.442 -0.505
0.248 0.386 0.093
0.126 -0.184 0.292
0.304 0.752 0.273
-0.188 -0.643 -0.179
0.058 -0.711 -0.348
-0.147 -0.270 -0.024
0.472 0.618 -0.283
-0.196 0.352 -0.570
-0.084 -0.712 -0.598
-0.360 -0.109 0.574
-0.260 -0.188 0.141
0.891 -0.213 0.285
-0.241 0.135 0.048
-0.258 0.047 0.207
-0.553 0.101 -0.366
0.628 1.285 -0.883
-1.163 3.645 -4.977
0.487 -0.881 2.475
1.742 -1.005 0.992
-0.809 -0.412 -0.031
-0.081 0.587 -0.205
0.313 -0.687 -0.065
-1.507 -0.200 -1.084
0.854 -0.661 0.991
1.321 0.137 -0.420
-0.821 0.136 -0.481
-0.801 -0.907 -0.858
-0.391 0.802 0.536
0.679 0.096 -3.054
0.389 0.439 -0.428
0.476 0.496 0.154
1.267 -0.698 0.497
-1.554 -0.255 0.553
-0.492 0.453 -0.656
0.885 0.333 1.647
-0.475 -2.831 3.838
-0.748 -0.604 0.509
0.801 -2.207 0.102
-0.940 -0.309 0.397
0.868 -0.326 0.235
-0.436 -0.963 -0.086
-0.124 -0.009 -0.134
-0.152 -0.014 -0.134
-0.084 0.303 0.907
0.390 0.020 0.191
0.271 -0.154 -0.238
-0.457 -0.146 0.574
0.390 -0.132 0.071
0.212 -0.882 -0.375
-0.457 -0.471 0.679
0.137 0.451 -0.054
-0.211 0.360 -0.238
0.333 0.847 -0.533
0.678 -0.196 0.570
-0.357 0.166 -0.141
0.181 0.057 -1.056
-0.213 0.728 0.110
0.075 -0.670 -0.144
0.214 0.060 -0.039
-0.302 0.959 0.442
0.790 0.316 0.157
0.113 0.381 -0.213
-0.362 0.183 -0.374
0.248 -0.362 0.496
0.071 -0.174 -0.004
0.164 0.091 0.229
-0.209 0.345 -0.101
-0.476 -0.159 0.440
-0.296 0.137 0.399
-0.363 0.474 -0.582
0.350 -0.061 0.179
0.483 1.024 0.323
-0.300 0.161 -0.135
-0.180 0.991 -0.059
0.133 0.858 -0.327
-0.144 -0.398 0.283
-0.153 -0.518 -0.030
-0.114 -0.431 0.024
-0.062 0.435 -0.313
0.067 0.012 -0.207